{
  "formula": "C30H107O23",
  "method": "ωB97M-V with the def2-TZVPD basis set",
  "symbols": ["O", "O", "O", "O", "O", "O", "O", "O", "O", "O", "O", "O", "O", "O", "O", "O", "O", "O", "O", "O", "O", "O", "O", "C", "C", "C", "C", "C", "C", "C", "C", "C", "C", "C", "C", "C", "C", "C", "C", "C", "C", "C", "C", "C", "C", "C", "C", "C", "C", "C", "C", "C", "C", "H", "H", "H", "H", "H", "H", "H", "H", "H", "H", "H", "H", "H", "H", "H", "H", "H", "H", "H", "H", "H", "H", "H", "H", "H", "H", "H", "H", "H", "H", "H", "H", "H", "H", "H", "H", "H", "H", "H", "H", "H", "H", "H", "H", "H", "H", "H", "H", "H", "H", "H", "H", "H", "H", "H", "H", "H", "H", "H", "H", "H", "H", "H", "H", "H", "H", "H", "H", "H", "H", "H", "H", "H", "H", "H", "H", "H", "H", "H", "H", "H", "H", "H", "H", "H", "H", "H", "H", "H", "H", "H", "H", "H", "H", "H", "H", "H", "H", "H", "H", "H", "H", "H", "H", "H", "H", "H"],
  "xyz": [[1.1283, -2.9630, 4.8965], [-3.2752, 1.6264, -1.9101], [5.8550, 1.3446, 2.9589], [3.2534, -5.1247, -0.6168], [-2.6425, -6.6897, 4.9493], [5.4912, -3.1515, -0.6405], [-0.1805, 1.3512, -1.7264], [4.0126, 6.9917, -2.1375], [1.0769, 1.3741, 4.5736], [2.9392, -0.3195, 0.8737], [1.2546, 1.6458, -3.9086], [4.7645, -1.6193, 2.2027], [-0.8021, -1.9847, 2.1114], [-3.0526, 2.0505, 3.0425], [-1.8679, -2.7218, -0.4557], [-0.5469, -0.9745, 5.7392], [-0.4530, 1.1534, 2.3394], [3.1197, 2.1694, 2.8544], [-2.8019, -0.9167, 3.8101], [-3.0552, -1.7030, -2.7378], [-6.9700, -0.9471, 1.3800], [0.4456, -0.3448, 0.2295], [-3.3294, 3.1181, 0.4452], [2.9231, 1.3424, -5.5300], [2.4077, -4.0447, -0.4050], [1.1115, -4.3713, -1.1241], [2.6378, 5.2663, -1.0499], [-2.8712, -1.5302, -5.0958], [-2.4832, 4.2733, 0.3499], [-1.1540, 3.8735, -0.2757], [-3.7314, -5.4134, 3.1057], [3.7457, 4.4358, 3.4708], [2.4142, 0.9095, -4.1653], [-6.6580, 0.2727, 0.9319], [1.9362, -0.5282, -4.2015], [-5.0544, 1.7210, -3.5660], [2.1311, -3.8628, 1.0640], [5.0096, -2.3486, -2.7553], [-5.1784, 0.3937, 0.8867], [-2.3492, 5.0158, 1.7085], [5.8958, -4.6702, -2.3954], [-2.9026, -5.3987, 4.4011], [-1.9525, -3.5494, -3.7190], [4.2817, 4.7701, -2.8461], [-3.6438, 2.2462, -3.1585], [1.4978, 3.8603, 2.3617], [3.2606, 5.8037, -2.3551], [-1.6597, -4.4970, 4.3268], [2.9840, 3.5036, 2.5159], [-2.2511, -2.0163, -3.8035], [-7.3015, 1.3942, 1.8648], [5.9724, -3.1677, -1.9319], [-2.5266, 2.1009, -4.1776], [4.9864, 4.4560, -2.0761], [5.6159, 0.4554, 2.6971], [1.4467, -0.7689, -3.2578], [3.1470, 4.5896, 4.3686], [-3.0640, -5.7949, 2.3329], [1.4399, 4.9122, 2.0818], [-2.1538, -1.4051, -5.9069], [0.4369, -3.5210, -1.0238], [4.4202, -1.9808, 3.0194], [2.8787, -3.1314, -0.7685], [1.4580, 2.4733, -4.3508], [6.9759, -2.7444, -1.8876], [3.1252, -3.7697, 1.5013], [2.8454, -5.9794, -0.4594], [-1.0301, 1.7491, -1.9167], [-7.0921, 0.3327, -0.0661], [-1.3340, -1.2032, 5.2447], [-0.0237, -0.2493, 1.0615], [-6.8872, 1.3319, 2.8711], [2.4136, 4.2032, -1.1371], [-3.0101, 2.4282, 2.1640], [0.6204, -5.2430, -0.6917], [-1.3543, -1.4220, -3.6282], [2.7666, -1.2281, -4.2939], [4.0018, 5.3718, 2.9746], [-3.3759, -0.5846, -4.8973], [-4.7435, 0.2183, 1.8707], [3.4845, 0.5251, -5.9827], [-1.3263, -3.8298, -2.8720], [0.0175, 1.4700, 3.1105], [0.3344, 1.4935, -2.5207], [2.3959, 5.9925, -2.9912], [2.9016, 0.4700, 1.4137], [3.7455, 3.9127, -3.2526], [1.4871, -3.0409, 1.3769], [-0.8901, -4.7939, 3.6142], [-3.8068, 2.4759, 3.4505], [6.5197, -4.8357, -3.2737], [-1.3470, 1.4756, 2.4549], [-2.2019, 1.0632, -4.2535], [4.7989, 6.7964, -1.6225], [-4.8614, -0.3994, 0.2095], [-1.9906, -3.5288, 3.9512], [1.2469, -3.7944, 5.3558], [-7.2268, 2.4302, 1.5343], [0.1431, -1.5157, 5.3555], [-5.0637, 0.6635, -3.8302], [3.2140, 5.2814, -0.1248], [-1.5319, -2.5131, 0.4160], [-1.5197, -1.6213, 2.6304], [3.1224, 1.1093, -3.3613], [-3.4664, 2.8140, -0.4550], [3.5667, 2.2161, -5.4275], [4.9527, -5.1141, -2.7142], [-3.9921, -4.3797, 2.8784], [-3.6401, -5.0625, 5.1299], [-0.4166, 4.6727, -0.2012], [-0.7177, 3.0506, 0.2905], [0.1397, 0.2386, -0.4688], [1.6554, -4.7413, 1.4998], [-4.5613, -6.1198, 3.1211], [-3.0522, 4.8896, -0.3461], [3.5582, -0.8914, 1.3276], [-1.3869, -3.8456, -4.6024], [-1.9527, -3.6752, -0.4582], [-5.7880, 1.9668, -2.7982], [-1.2050, -4.4028, 5.3130], [-1.1859, 3.5450, -1.3146], [-3.6725, -1.2813, 3.6504], [1.6367, 5.6866, -0.9534], [-3.3188, 5.2955, 2.1203], [-2.9078, 0.0251, 3.6759], [1.0782, 3.2555, 1.5578], [-1.8385, 4.4175, 2.4630], [-2.4642, -7.2919, 4.2233], [-3.6116, 0.7293, -1.9698], [1.0639, 2.1445, 5.1416], [5.5895, -2.0841, 2.0635], [-7.8455, -0.9162, 1.7726], [4.7811, -3.7967, -0.6073], [2.0670, 1.5225, -6.1803], [-2.8978, 2.5482, -5.0996], [-3.6703, 3.3237, -2.9958], [4.8183, 5.1105, -3.7316], [-2.6565, -1.9990, -1.9161], [-0.3488, -2.5775, 2.7108], [-5.4154, 2.2125, -4.4695], [1.1137, -0.6738, -4.9018], [-1.6630, 2.6924, -3.8737], [0.8618, 3.8007, 3.2449], [1.9904, -2.7663, 4.5299], [-4.8301, 1.2679, 0.3367], [-1.8646, 5.9717, 1.5095], [4.9195, -1.3807, -2.2623], [-3.6647, -2.1692, -5.4834], [1.3718, -4.4758, -2.1774], [5.3278, -2.2773, -3.7954], [2.4114, 1.9195, 3.4524], [0.5942, 0.7074, 5.0624], [5.0272, 1.7489, 3.2190], [-2.8711, -4.1287, -3.6261], [4.6320, 3.8886, 3.7919], [1.3954, -0.2301, 0.3086], [4.0348, -2.8318, -2.8223], [6.2442, -5.3283, -1.5994], [3.4325, 3.6276, 1.5302], [-8.3683, 1.2207, 2.0064]],
  "atomic_forces_ev_per_a": [[0.097, 0.081, -0.449], [0.109, 0.605, -0.230], [0.610, 0.073, 0.070], [2.043, -0.270, -0.165], [0.378, -0.045, -0.606], [-0.257, 0.419, 2.405], [-0.175, -0.533, 1.133], [-1.021, 0.886, -0.289], [0.263, 0.471, -0.208], [-1.236, 0.676, -0.765], [-0.741, 1.520, 0.071], [-0.005, 0.035, 0.425], [0.441, -0.118, -0.745], [0.264, -0.547, 0.831], [-0.148, -0.036, -0.427], [0.205, 0.906, 0.205], [-0.136, -0.435, -0.990], [0.427, -1.568, 0.074], [0.280, -0.519, 0.023], [-2.348, 1.165, 0.968], [-0.680, -3.155, 1.817], [-0.591, -1.391, -0.845], [0.308, 0.239, 1.343], [0.580, -0.469, 0.242], [-2.542, -0.360, 0.371], [0.197, 1.461, -0.475], [-0.972, -0.591, -0.335], [-0.663, -0.142, -0.145], [-0.423, 0.307, -0.337], [0.507, 0.169, 0.666], [1.542, -0.559, 0.013], [-0.390, -0.976, -0.005], [0.001, -1.441, -0.863], [-0.844, 4.030, -0.013], [0.072, -0.335, 1.078], [0.719, 0.785, -0.485], [0.596, -0.212, 0.993], [0.321, 0.355, -0.690], [0.550, -0.571, -1.347], [-0.464, -0.368, -0.969], [1.469, 0.166, -0.559], [-1.165, -0.217, 0.432], [0.465, 0.759, -0.761], [-1.011, -0.253, -1.504], [-0.586, -0.187, -0.186], [0.524, 0.620, -0.552], [1.860, -1.020, 1.898], [-0.714, -0.051, 0.021], [-0.699, 1.829, -0.286], [1.226, -1.304, -0.021], [0.091, -0.777, -0.389], [-1.369, -2.064, -1.312], [-0.335, -0.122, 0.195], [-0.146, 0.070, 0.083], [-0.095, -0.261, -0.118], [0.132, 0.013, 0.388], [-0.014, 0.355, 0.062], [0.035, 0.162, -0.515], [-0.069, 0.076, -0.269], [0.143, 0.047, 0.170], [-0.217, -0.029, -0.119], [-0.038, -0.054, 0.312], [0.067, -0.170, -0.349], [-0.705, 0.578, 0.246], [0.066, -0.250, -0.384], [-0.095, 0.178, 0.555], [-0.298, 0.128, 0.121], [-0.671, -0.247, 0.233], [0.124, 0.747, -0.423], [-0.511, 0.071, -0.208], [-0.512, 0.419, 1.372], [0.323, -0.078, 0.023], [0.060, -0.325, -0.434], [-0.451, 0.251, -1.132], [0.159, -0.188, -0.149], [0.792, -0.237, -0.460], [-0.168, -0.056, -0.398], [-0.009, -0.001, 0.255], [0.247, 0.140, -0.084], [0.142, 0.394, -0.111], [0.237, 0.183, -0.037], [0.036, 0.389, 0.175], [0.480, -0.003, 0.567], [0.796, -0.016, -0.825], [0.606, 0.277, -0.558], [0.313, 0.757, 0.404], [-0.021, -0.510, 0.408], [0.214, 0.374, -0.505], [-0.073, -0.611, -0.058], [-0.175, 0.122, 0.179], [0.372, 0.015, 0.038], [-0.341, 0.039, 0.141], [-0.105, 0.058, -0.433], [-0.022, -0.221, 0.049], [0.320, -0.495, 0.219], [-0.025, 0.254, 0.378], [-0.126, -0.285, 0.273], [0.339, -0.145, -0.326], [0.263, -0.602, 0.082], [0.155, -0.165, 0.442], [0.225, 0.760, -0.168], [0.295, 0.267, 0.722], [-0.700, 0.491, 0.574], [0.337, -0.286, -0.042], [-0.024, -0.692, -0.313], [-0.064, 0.117, -0.325], [-0.561, 0.881, 0.315], [-0.372, -0.216, -0.205], [0.464, 0.898, 0.347], [-0.089, 0.224, -0.137], [-0.119, -0.151, 0.069], [-1.060, 1.442, -1.547], [0.079, -0.354, -0.132], [-0.223, 0.434, 0.346], [0.355, 0.747, 0.026], [0.685, -0.685, 0.043], [-0.148, -0.271, -0.146], [-0.128, -0.283, -0.094], [0.128, -0.286, 0.166], [-0.076, 0.120, -0.064], [-0.416, 0.314, 0.075], [-0.350, -0.221, 0.006], [0.177, 0.459, 0.634], [-0.208, -0.257, -0.143], [0.027, 0.825, -0.170], [-0.164, 0.059, 0.121], [0.306, 0.126, -0.104], [0.158, -0.229, -0.050], [0.145, -0.572, 0.166], [0.022, 0.307, 0.297], [0.355, -0.186, -0.490], [-0.113, -0.273, -0.011], [-0.030, -0.285, 0.234], [0.027, 0.161, -0.035], [0.244, -0.397, -0.319], [-0.507, 0.084, 0.474], [0.245, 0.432, 0.220], [0.235, -0.177, 0.331], [0.242, -0.262, 0.233], [0.173, 0.238, -0.080], [0.461, 0.055, -0.573], [0.053, 0.063, 0.111], [0.271, -0.386, 0.303], [0.271, 0.076, -0.108], [-0.099, 0.365, 0.772], [0.406, -0.180, 0.179], [-0.148, 0.208, -0.374], [0.026, -0.354, 0.177], [-0.436, -0.397, -0.087], [0.208, 0.404, -0.053], [-0.145, -0.269, 0.345], [-0.565, -0.872, 0.411], [-0.458, 0.063, -0.030], [-0.129, 0.173, -0.294], [0.281, 0.361, -0.114], [2.192, -0.391, 0.836], [-0.088, -0.079, 0.388], [0.296, 0.120, 0.034], [0.075, -0.150, -0.130], [-0.204, -0.182, -0.218]],
  "lowdin_charge": [-0.026, -0.086, -0.051, -0.041, -0.040, -0.067, -0.033, -0.048, -0.026, -0.018, -0.078, -0.018, -0.044, -0.046, -0.038, -0.045, -0.029, -0.065, -0.031, -0.060, -0.014, 0.249, -0.094, -0.033, -0.514, -0.043, -0.064, -0.042, -0.429, -0.039, -0.047, -0.021, -0.487, -0.547, -0.038, -0.022, -0.044, -0.072, -0.046, -0.029, -0.047, -0.481, -0.025, -0.060, -0.434, -0.049, -0.453, -0.049, -0.489, -0.507, -0.027, -0.468, -0.040, 0.091, -0.009, 0.068, 0.081, 0.072, 0.086, 0.085, 0.059, 0.067, 0.130, 0.100, 0.144, 0.072, 0.114, 0.006, 0.135, 0.000, 0.080, 0.070, 0.067, 0.000, 0.093, 0.120, 0.071, 0.086, 0.048, 0.069, 0.089, 0.042, -0.001, 0.001, 0.139, 0.037, 0.052, 0.063, 0.075, 0.075, 0.073, 0.009, 0.069, 0.087, 0.084, 0.048, 0.070, 0.073, -0.020, 0.075, 0.070, 0.000, 0.005, 0.141, 0.042, 0.080, 0.069, 0.076, 0.134, 0.070, 0.060, 0.075, 0.086, 0.086, 0.136, -0.008, 0.077, 0.057, 0.081, 0.081, 0.061, 0.068, 0.064, 0.081, 0.022, 0.060, 0.065, 0.083, 0.079, 0.082, 0.082, 0.100, 0.034, 0.096, 0.095, 0.133, 0.082, 0.030, 0.023, 0.081, 0.091, 0.068, 0.076, 0.054, 0.063, 0.085, 0.083, 0.086, 0.090, 0.084, 0.044, 0.037, -0.017, 0.087, 0.076, 0.063, 0.064, 0.079, 0.126, 0.068],
  "homo_ev": -11.634,
  "total_charge": 1,
  "homo_lumo_gap_ev": 9.337,
  "e_tot_ev": -79933.140
}